# 1
Formula: C41H38Cl6N4O3S4Ti
Source: the OMol25 dataset
Level of theory: wB97M-V/def2-TZVPD

Properties
Molecular weight (g/mol): 1023.63
HOMO energy (eV): -11.69
Total charge: +2
Lowest unoccupied orbital energy (eV): -6.088
Multiplicity: 1
HOMO-LUMO gap (eV): 5.6
Energy above the lowest of the compared OMol25 structures with the same formula, charge and spin (kJ/mol): 9.8

Cartesian coordinates (Å):
Ti 2.11362 -0.68817 1.49846
C -6.41244 9.71715 -1.34408
O -5.88807 9.37826 -0.06441
C -5.05788 8.32919 0.02718
C -4.66611 7.53309 -1.04919
C -3.80341 6.47273 -0.83630
C -3.31852 6.18452 0.43574
C -3.71707 6.99280 1.50637
C -4.57332 8.04924 1.30992
C -2.41487 5.05611 0.60939
N -1.94464 4.29381 -0.35992
C -1.15171 3.37709 0.25571
C -1.12569 3.57160 1.62410
N -1.94220 4.65318 1.83425
C -0.37645 2.75121 2.51051
C -0.32075 2.86456 3.91185
C 0.43213 1.97746 4.63857
C 1.14487 0.98010 3.97050
N 1.12466 0.86376 2.65222
C 0.36896 1.71741 1.91816
C 0.34167 1.49604 0.49737
N 1.07057 0.45054 0.02306
C 1.08829 0.21581 -1.28018
C 0.38454 1.00963 -2.18927
C -0.37214 2.05613 -1.72754
C -0.40604 2.31767 -0.34790
H -7.04749 10.58195 -1.18393
H -7.00785 8.89788 -1.75108
H -5.61084 9.97685 -2.03782
H -5.02642 7.73182 -2.04713
H -3.49668 5.85224 -1.66705
H -3.35767 6.81355 2.51320
H -4.88607 8.68162 2.12907
H -2.17173 5.08334 2.71294
H -0.87547 3.64364 4.41887
H 0.48301 2.03532 5.71604
H 1.73891 0.25940 4.51847
H 1.68970 -0.62204 -1.60894
H 0.44446 0.78529 -3.24468
H -0.94185 2.68943 -2.39480
Cl -2.34818 -5.38691 5.17298
C -1.17068 -4.41477 4.40709
C -1.56701 -3.35680 3.58777
Cl -3.22785 -3.01362 3.34734
C -0.60520 -2.58161 2.95574
Cl -1.02608 -1.32467 1.86227
C 0.74735 -2.83613 3.15169
O 1.66714 -2.06557 2.54334
C 1.14487 -3.89135 3.96402
Cl 2.82916 -4.18556 4.15259
C 0.18882 -4.68556 4.59102
Cl 0.68351 -5.99027 5.57704
C -1.58530 -5.25568 -1.14914
C -0.12122 -4.96762 -1.46748
S 0.36889 -3.23473 -1.63625
C -0.58856 -2.64675 -3.05552
C -2.06028 -2.29427 -2.81591
S -2.31168 -1.24721 -1.36030
C -3.69765 -2.03958 -0.49627
C -3.71786 -3.56081 -0.36568
S -2.22886 -4.36389 0.29493
H -1.67969 -6.32552 -0.95882
H -2.21689 -5.03731 -2.00766
H 0.16534 -5.51565 -2.36739
H 0.50705 -5.33808 -0.65354
H -0.51115 -3.37479 -3.86543
H -0.04868 -1.75722 -3.38687
H -2.65363 -3.19472 -2.69255
H -2.43770 -1.78651 -3.70428
H -4.63649 -1.72949 -0.95803
H -3.66487 -1.58703 0.49597
H -3.96193 -4.04051 -1.31245
H -4.53511 -3.81363 0.31116
C 6.81282 -2.49582 -5.26284
C 6.14755 -2.52681 -3.91977
C 4.78917 -2.84370 -3.80366
C 4.17037 -2.90918 -2.57207
C 4.92943 -2.64272 -1.43406
C 6.27737 -2.30984 -1.51778
C 6.87783 -2.25994 -2.76355
S 4.24474 -2.67741 0.17034
C 3.37828 -4.23116 0.21326
O 3.06718 -1.64054 0.12914
H 6.09236 -2.33323 -6.06198
H 7.31159 -3.44858 -5.45240
H 7.57081 -1.71551 -5.30899
H 4.21483 -3.04492 -4.69909
H 3.11544 -3.15137 -2.49700
H 6.84873 -2.09556 -0.62309
H 7.92701 -2.00557 -2.84017
H 2.85512 -4.27919 1.16777
H 4.13040 -5.01772 0.15673
H 2.69097 -4.27817 -0.62949
Cl 3.93533 1.23102 1.20569
C 3.86655 -0.08746 2.40119
H 3.81431 0.32493 3.40300
H 4.72026 -0.74891 2.27970



# 2
Formula: C27H23F3N4PtS2
Source: the OMol25 dataset
Level of theory: wB97M-V/def2-TZVPD

Properties
Molecular weight (g/mol): 719.72
HOMO energy (alpha / beta) (eV): -6.16 / -8.45
Total charge: 0
Lowest unoccupied orbital energy (alpha / beta) (eV): 0.212 / -2.494
Multiplicity: 5
HOMO-LUMO gap (alpha / beta) (eV): 6.4 / 6.0
Energy above the lowest of the compared OMol25 structures with the same formula, charge and spin (kJ/mol): 0.0

Cartesian coordinates (Å):
Pt -1.12468 -0.41444 0.36900
S -3.21397 -1.22768 1.52007
C -3.81520 0.19945 0.74005
C -5.09930 0.74128 0.85206
C -5.37519 1.91695 0.19269
C -4.38952 2.54848 -0.57311
C -3.15205 1.95848 -0.65270
N -2.89265 0.80958 -0.01580
H -5.83984 0.23390 1.45354
H -6.36109 2.35715 0.26987
H -4.58311 3.47343 -1.09554
H -2.34397 2.38110 -1.23609
F -2.08288 -1.42268 -5.76739
C -2.00908 -1.48980 -4.42900
F -2.82899 -0.53684 -3.94780
F -2.52934 -2.67455 -4.07157
C -0.58651 -1.31369 -3.94435
C 0.36578 -0.82425 -4.85866
C 1.62797 -0.45016 -4.35368
C 1.95197 -0.69086 -3.06375
N 1.05744 -1.35145 -2.20949
C -0.27484 -1.52646 -2.62646
S -1.51395 -1.84116 -1.40152
H 0.11256 -0.69115 -5.89652
H 2.36053 0.02782 -4.98863
H 2.92036 -0.46394 -2.64902
N 3.55811 -4.43470 3.29845
C 3.14542 -3.91700 2.35902
C 2.62385 -3.26997 1.18044
C 1.68532 -3.92079 0.38260
C 1.16322 -3.29284 -0.73205
C 1.56231 -1.99519 -1.05298
C 2.51232 -1.35481 -0.26415
C 3.03842 -1.98549 0.84705
H 1.37260 -4.92553 0.63344
H 0.45154 -3.80843 -1.36054
H 2.80985 -0.34094 -0.49094
H 3.75092 -1.46993 1.47683
C 1.83170 3.79354 1.46969
N 0.70581 3.13963 0.83282
C 1.14984 2.25941 -0.22431
C -0.21552 2.51379 1.77638
C 0.28434 1.26421 2.48072
C 1.03461 1.40517 3.64946
C 1.53665 0.30745 4.33337
C 1.26714 -0.97216 3.86831
C 0.49708 -1.13394 2.72603
C 0.01858 -0.03059 2.01960
H 2.39219 4.35510 0.72042
H 2.52866 3.08897 1.95061
H 1.47795 4.49741 2.22462
H 1.59551 2.84452 -1.03156
H 0.30331 1.70236 -0.63714
H 1.89145 1.52152 0.12053
H -1.14331 2.29197 1.24686
H -0.45404 3.26477 2.53267
H 1.21962 2.40326 4.03225
H 2.11989 0.44976 5.23403
H 1.64199 -1.84122 4.39514
H 0.26220 -2.13781 2.38612



# 3
Formula: C42H54AuN5P
Source: the OMol25 dataset
Level of theory: wB97M-V/def2-TZVPD

Properties
Molecular weight (g/mol): 856.87
HOMO energy (eV): -10.81
Total charge: +1
Lowest unoccupied orbital energy (eV): -2.495
Multiplicity: 1
HOMO-LUMO gap (eV): 8.3
Energy above the lowest of the compared OMol25 structures with the same formula, charge and spin (kJ/mol): 10.5

Cartesian coordinates (Å):
Au -0.13025 -0.00244 -1.32393
C -3.36780 -4.79398 2.69019
C -4.26949 -3.66484 2.16476
C -4.87182 -2.92053 3.35775
C -5.41408 -4.26260 1.33193
C -3.42953 -2.75550 1.28352
C -2.81008 -3.25402 0.13875
C -2.02945 -2.41815 -0.63132
N -1.81781 -1.13750 -0.33448
C -2.40620 -0.62519 0.75324
C -3.22132 -1.41002 1.56122
C -2.16208 0.81609 1.04952
C -2.62760 1.44603 2.19517
C -2.39356 2.80492 2.40445
C -1.69473 3.48201 1.41012
C -1.25349 2.78224 0.29825
N -1.47066 1.48644 0.12482
C -2.91948 3.48784 3.65877
C -2.44376 4.93865 3.76718
C -4.45567 3.47336 3.59737
C -2.43407 2.72684 4.90098
H -3.94763 -5.47156 3.31804
H -2.54933 -4.38704 3.28707
H -2.93920 -5.37543 1.87368
H -5.44542 -3.61938 3.96615
H -5.55241 -2.13162 3.03107
H -4.09745 -2.48694 3.99368
H -6.04345 -4.88643 1.96748
H -5.04011 -4.88332 0.51728
H -6.03578 -3.47311 0.90635
H -2.93146 -4.28465 -0.16460
H -1.54762 -2.78804 -1.52768
H -3.70719 -0.96246 2.41392
H -3.17753 0.88576 2.93764
H -1.47969 4.53738 1.48183
H -0.69962 3.28247 -0.48810
H -2.82954 5.55014 2.95008
H -1.35388 4.99924 3.77321
H -2.80703 5.36888 4.70021
H -4.80543 3.94285 2.67641
H -4.87058 4.02614 4.44130
H -4.84729 2.45549 3.63231
H -1.34313 2.69817 4.92933
H -2.80519 1.70175 4.92587
H -2.78499 3.22963 5.80270
N 8.27089 -6.17091 1.59601
C 7.32303 -5.52235 1.62933
C 6.14658 -4.70747 1.64460
C 6.01154 -3.67078 2.56361
C 4.89241 -2.86058 2.54041
C 3.88975 -3.07062 1.59913
C 4.01199 -4.12649 0.69912
C 5.13020 -4.93589 0.71914
N 2.76594 -2.20872 1.54119
C 2.51103 -1.12123 2.35191
C 1.37398 -0.54784 1.87529
N 0.92093 -1.24959 0.78424
C 1.76744 -2.23164 0.61428
H 6.78940 -3.49783 3.29414
H 4.81427 -2.06321 3.26448
H 3.23802 -4.33258 -0.02550
H 5.22613 -5.74969 0.01403
H 3.12755 -0.84668 3.18745
H 0.85305 0.32500 2.23552
H 1.67437 -2.96378 -0.16957
C 0.11776 -0.22398 -4.95873
C 1.52520 0.13627 -4.46042
C 2.24066 0.95862 -5.52995
C 2.29493 -1.15312 -4.16271
P 1.25361 1.05169 -2.84211
C 0.41054 2.58066 -3.39148
C 1.07255 3.69071 -3.91633
C 0.36343 4.80916 -4.32616
C -1.01994 4.83331 -4.22972
C -1.69262 3.73167 -3.72506
C -0.98246 2.61650 -3.30462
C 2.88695 1.55486 -2.02890
C 2.51484 2.63785 -1.00394
C 3.39631 0.32979 -1.25905
C 4.03030 2.02875 -2.92635
H 0.19862 -0.87673 -5.83060
H -0.44061 0.66436 -5.25419
H -0.45017 -0.75089 -4.18883
H 2.23573 0.39181 -6.46362
H 3.27855 1.15926 -5.26893
H 1.73455 1.90500 -5.71497
H 2.24754 -1.81319 -5.03135
H 1.85573 -1.67931 -3.31102
H 3.34723 -0.95499 -3.95202
H 2.14721 3.69409 -4.01076
H 0.89720 5.66067 -4.72785
H -1.57085 5.70641 -4.55422
H -2.77261 3.73883 -3.65147
H -1.50874 1.76281 -2.89435
H 1.70256 2.29277 -0.35715
H 2.19986 3.56415 -1.48084
H 3.38110 2.85452 -0.37470
H 2.61976 -0.06041 -0.60931
H 4.24838 0.61551 -0.63654
H 3.72326 -0.46684 -1.92956
H 3.79420 2.89981 -3.53212
H 4.37784 1.23093 -3.58281
H 4.86695 2.30395 -2.27958



# 4
Formula: C13H33AsMnN4O10P2S2Si2
Source: the OMol25 dataset
Level of theory: wB97M-V/def2-TZVPD

Properties
Molecular weight (g/mol): 717.54
HOMO energy (alpha / beta) (eV): -1.68 / -1.85
Total charge: -2
Lowest unoccupied orbital energy (alpha / beta) (eV): 4.604 / 4.602
Multiplicity: 6
HOMO-LUMO gap (alpha / beta) (eV): 6.3 / 6.5
Energy above the lowest of the compared OMol25 structures with the same formula, charge and spin (kJ/mol): 111.4

Cartesian coordinates (Å):
Mn 0.22525 0.70832 -1.15933
N -0.32476 2.38808 2.33539
C 1.15461 2.79146 2.30348
C 1.46834 3.80477 3.39699
P 1.98537 1.16509 2.66567
O 1.15839 0.96004 4.10392
O 3.41132 1.36281 2.99369
O 1.42574 0.20376 1.68645
P 1.25439 3.57358 0.63139
O 0.10589 4.73870 0.94574
O 2.54397 4.23670 0.38291
O 0.54124 2.61761 -0.26227
H -0.54322 1.98861 3.24933
H -0.47220 1.63779 1.63098
H -0.91693 3.18336 2.09335
H 1.31765 3.37579 4.38917
H 0.88479 4.71721 3.28270
H 2.52177 4.05465 3.29206
H 1.53298 0.19512 4.55359
H 0.17415 5.42199 0.27277
C 5.44272 1.03302 -1.87769
N 4.33952 0.10348 -2.01260
C 4.31066 -0.87239 -2.95557
C 3.27830 -1.73634 -3.07622
C 2.19414 -1.53399 -2.14493
N 2.19649 -0.59850 -1.22355
C 3.26654 0.27403 -1.08053
O 3.33874 1.14031 -0.25591
N 1.11630 -2.36842 -2.23462
H 5.95605 1.09885 -2.83763
H 6.13711 0.70841 -1.09875
H 5.03826 2.00245 -1.59395
H 5.16035 -0.90511 -3.62845
H 3.23073 -2.49105 -3.84287
H 0.87914 -2.63525 -3.17891
H 0.28953 -2.02111 -1.75416
C -2.97791 -2.78940 2.31879
Si -1.36207 -2.24987 1.49595
C -0.74108 -3.76889 0.56465
C -0.17759 -2.04668 2.93467
As -1.56562 -0.34714 0.21847
Si -3.54760 -0.79349 -0.86575
C -4.99026 -0.59027 0.34763
C -3.96982 0.36126 -2.27226
C -3.67271 -2.53911 -1.56769
H -2.74861 -3.60860 3.00517
H -3.75010 -3.12794 1.63048
H -3.39379 -1.96361 2.89884
H -0.76137 -4.64495 1.21984
H 0.28762 -3.61833 0.23898
H -1.33763 -3.98293 -0.32187
H -0.15913 -2.98730 3.49404
H -0.49865 -1.24040 3.59693
H 0.82540 -1.78810 2.60559
H -5.06608 0.46568 0.61546
H -4.88153 -1.15442 1.27099
H -5.92603 -0.88909 -0.13406
H -3.58659 1.36529 -2.11494
H -5.06153 0.38638 -2.35027
H -3.53319 0.01511 -3.21016
H -3.62793 -3.32727 -0.81629
H -2.85758 -2.69449 -2.27633
H -4.61759 -2.63154 -2.11018
O -1.23084 1.64137 -2.52583
S -0.37856 1.30785 -3.70333
O 1.02059 1.36718 -3.14467
O -0.60716 2.19317 -4.82451
S -0.72838 -0.64334 -4.21001